Entry 1:
11
Properties=species:S:1:pos:R:3:forces:R:3:lowdin_charge:R:1 method="wB97M-V/def2-TZVPD" spin_multiplicity=1 e_tot_ev=-18692.9384 e_homo_ev=-8.66 fmax_ev_per_a=2.09 de_lowest_ev=1.173 total_charge=0 smiles="C=C(Cl)/C=N/N"
H -3.147470 0.778434 -0.015921 -0.2 -0.3 0.1 0.051
N 2.359334 -0.716591 -0.133805 1.4 1.4 0.6 -0.010
H 2.920713 -1.480563 0.193559 0.0 -0.2 0.1 0.080
Cl -1.783874 -1.722280 -0.037996 -0.1 -0.3 0.1 0.661
C 0.277010 0.068041 -0.049549 -1.3 -1.4 0.5 -0.211
H 2.696324 0.210469 0.220809 -0.3 -1.1 -0.5 0.111
H 0.635844 1.064775 -0.011737 0.4 1.1 -0.2 0.100
C -2.082081 0.896939 -0.014267 0.7 1.3 -0.5 -0.038
N 1.053535 -0.941040 0.009322 -1.2 0.2 -0.6 -0.075
H -1.723327 1.940201 -0.121903 -0.1 -0.8 0.3 0.074
C -1.206006 -0.098385 -0.038509 0.6 0.0 0.2 -0.745

Entry 2:
11
Properties=species:S:1:pos:R:3:forces:R:3:lowdin_charge:R:1 method="wB97M-V/def2-TZVPD" spin_multiplicity=1 e_tot_ev=-18693.0824 e_homo_ev=-10.26 fmax_ev_per_a=4.81 de_lowest_ev=1.030 total_charge=0
C -0.957661 -0.119755 0.027175 2.1 1.3 4.1 -0.780
H 0.433757 -1.076641 -1.278529 0.0 0.0 0.1 0.092
H 0.123582 0.835729 1.822123 -0.3 0.1 -0.1 0.015
H -0.739471 -0.489851 2.301414 -0.2 0.2 0.0 0.026
Cl -1.930376 1.375294 0.123362 0.0 0.0 -0.3 0.651
N -2.589461 -2.093325 0.226644 -0.2 -0.4 0.0 0.186
C 0.037850 -0.080720 -1.089321 0.0 0.0 -0.2 -0.110
H -0.456191 0.293058 -1.991250 0.1 -0.1 0.1 0.084
H 0.854617 0.593309 -0.837411 -0.1 0.0 0.0 0.084
N -0.046877 -0.147892 1.643788 -1.2 -0.7 -3.7 0.047
C -1.842859 -1.232953 0.116130 -0.2 -0.4 0.0 -0.294

Entry 3:
12
Properties=species:S:1:pos:R:3:forces:R:3:lowdin_charge:R:1 method="wB97M-V/def2-TZVPD" spin_multiplicity=1 e_tot_ev=-20738.6846 e_homo_ev=-8.61 fmax_ev_per_a=8.62 de_lowest_ev=3.934 total_charge=0
H -1.855473 0.249082 -0.038675 -0.6 -0.8 -0.5 0.095
C 0.466514 0.847791 -0.163233 -3.1 2.7 0.8 -0.657
H -0.746561 -2.451712 0.081954 0.5 1.3 -0.4 0.142
C -0.752863 -1.341592 -0.099407 0.3 -0.5 0.0 -0.206
Cl 1.924969 -1.397769 -0.099228 -0.5 -0.1 -0.1 0.576
H 2.636829 1.190960 0.762084 -3.0 0.0 -4.0 0.258
N -1.944894 -0.785166 -0.246275 -2.7 0.3 1.6 0.083
C 0.351266 -0.537429 -0.200497 2.3 -3.2 0.3 -0.581
H -2.803148 -1.314304 0.118845 2.0 1.2 -0.9 0.148
O -0.600460 1.525921 0.025364 1.8 -0.9 -0.5 -0.034
H 1.645870 2.513314 0.268683 -0.8 -3.3 -3.3 0.153
N 1.677949 1.500902 -0.409610 3.7 3.2 7.1 0.024

Going through the records in order, we get LUMO values of 0.814, 0.693, -0.479 eV.